Below is a cluster of 3 separate species, C37H47INO14PS in total at a distorted geometry, with properties calculated with ωB97M-V with the def2-TZVPD basis set.

Structure (XYZ):
```
102
Properties=species:S:1:pos:R:3
C -4.27403 4.47406 -0.18478
O -4.95093 3.50402 -0.99252
C -4.31921 2.22282 -0.89459
C -2.92105 2.22320 -1.63751
C -2.94087 2.16349 -3.11831
C -4.30688 2.06188 -3.89146
C -4.62316 0.49809 -3.96935
O -3.79311 -0.26875 -4.34926
I -6.53409 -0.35508 -3.38335
C -1.65051 2.16485 -3.83943
C -0.39477 2.22715 -3.10600
C -0.36335 2.30927 -1.62756
C -1.63751 2.28474 -0.90217
C -1.56322 2.32274 0.67594
O -0.90587 1.11836 1.14235
C -1.86737 0.10769 1.26343
C -2.25161 -0.70230 0.08205
C -3.21714 -1.79261 0.12665
C -3.49187 -2.59427 -1.19240
C -3.87372 -2.07300 1.40979
C -3.50058 -1.28024 2.57233
C -2.50094 -0.18333 2.55256
C -2.20864 0.51313 3.92252
C -1.15556 -0.35382 4.73463
C -1.84450 2.04095 3.83762
N 0.85731 2.41108 -0.84579
C 1.89136 1.49400 -1.28287
C 2.63961 0.79491 -0.22771
C 3.69561 -0.17738 -0.55586
P 4.58277 -0.96794 0.85474
O 4.52052 -2.44977 0.88950
O 3.84328 -0.43340 2.26636
O 6.12095 -0.33831 0.89043
C 3.96265 -0.43383 -1.98382
C 5.09412 -1.47758 -2.31674
C 4.63829 -2.97899 -2.07600
O 3.27161 -3.08614 -1.61290
C 3.09147 -4.32404 -1.00319
C 2.13493 -4.52849 0.21015
O 3.70175 -5.29859 -1.39614
C 3.24598 0.26011 -3.06704
C 2.21815 1.23461 -2.69987
S 1.25483 2.21149 -3.91285
H -4.82340 5.44869 -0.33286
H -4.36762 4.23129 0.91809
H -3.21043 4.65857 -0.49835
H -4.99284 1.48408 -1.41353
H -4.22336 1.87169 0.16610
H -4.23417 2.44273 -4.94204
H -5.14160 2.55491 -3.31846
H -1.64454 2.12675 -4.95514
H -2.59902 2.41326 1.08758
H -1.00826 3.25016 0.97264
H -1.77344 -0.47091 -0.90763
H -4.58551 -2.67253 -1.41651
H -3.04035 -3.62905 -1.15954
H -3.00903 -2.08062 -2.07319
H -4.60990 -2.90401 1.48534
H -3.98925 -1.53291 3.54539
H -3.17011 0.44834 4.51775
H -1.61608 -1.38276 4.82471
H -0.15565 -0.42648 4.24012
H -1.10229 0.02703 5.79678
H -0.81558 2.11185 3.37245
H -1.73224 2.52553 4.85081
H -2.55750 2.58772 3.17013
H 1.15770 3.39147 -0.90131
H 2.38800 1.03991 0.83648
H 4.39329 0.25707 2.68465
H 6.10929 0.52665 0.42976
H 6.01151 -1.24565 -1.70219
H 5.38996 -1.40700 -3.40206
H 4.71194 -3.61264 -3.00705
H 5.34233 -3.40427 -1.30637
H 2.64790 -5.03155 1.07260
H 1.70417 -3.54788 0.55434
H 1.29180 -5.20067 -0.11356
H 3.46903 0.07375 -4.14284
C -6.10155 5.06455 6.10932
O -5.14108 5.15756 5.05747
C -4.95945 6.39766 4.58809
O -5.52196 7.38961 4.97271
O -4.04142 6.34137 3.61447
C -3.74365 7.60225 3.01637
H -6.16333 4.01907 6.40691
H -5.78632 5.65315 6.97169
H -7.08447 5.38576 5.76278
H -3.33397 8.29242 3.75482
H -4.63259 8.02477 2.54621
H -2.99268 7.43619 2.24533
C 5.64524 -7.58054 -2.17134
O 7.03293 -7.40062 -1.87410
C 7.80076 -7.18581 -2.94503
O 7.42565 -7.13509 -4.08900
O 9.06583 -7.03578 -2.52582
C 10.00374 -6.79770 -3.57299
H 5.12371 -7.74539 -1.23095
H 5.23370 -6.68913 -2.64121
H 5.49871 -8.45530 -2.80725
H 9.76573 -5.87313 -4.10076
H 10.03003 -7.64000 -4.26561
H 10.98701 -6.69319 -3.11680
```

As for the LUMO energy: -0.1 eV. As for the HOMO energy: -8.538 eV. Its maximum force is 3.06 eV/Å.

Below is a structure of composition C37H47N5O5SSeW at a distorted geometry, with properties calculated with ωB97M-V with the def2-TZVPD basis set.

Structure (XYZ):
```
97
Properties=species:S:1:pos:R:3
W 0.92091 0.45734 -0.18605
N 0.44026 3.08270 0.13071
C 0.18780 3.35628 1.55497
C 0.99178 2.38618 2.40165
O 1.28813 2.63417 3.55052
N 1.39944 1.28908 1.70886
C 2.42513 0.52141 2.42549
C 2.76449 -0.66713 1.56450
O 3.78305 -1.28127 1.59301
O 1.71272 -0.95703 0.76711
H 1.27014 3.60867 -0.12155
H -0.33187 3.44785 -0.41718
H -0.86271 3.22455 1.78778
H 0.46938 4.36895 1.84451
H 2.04299 0.17557 3.38792
H 3.31435 1.12349 2.61207
C 0.79408 -4.28887 1.83452
C -0.40501 -3.45934 2.31347
C -0.53055 -3.53591 3.84119
C -1.65830 -3.95775 1.62792
C -2.08947 -5.20954 2.05400
C -3.20248 -5.80852 1.51915
C -3.95770 -5.08062 0.62514
C -3.60169 -3.81330 0.17559
C -4.74916 -3.16532 -0.58866
C -4.68770 -3.37276 -2.11008
C -5.01642 -1.74850 -0.07963
C -2.34413 -3.26108 0.58996
N -1.62691 -2.13394 0.05805
C -1.79092 -1.62890 -1.09230
C -0.74529 -0.68011 -1.85251
N -0.49457 0.76005 -1.76791
C -1.06888 1.62192 -2.80242
C -2.47650 1.77136 -2.86917
C -3.07930 2.62377 -3.78890
C -2.34725 3.39317 -4.65477
C -0.97868 3.26128 -4.61527
C -0.31247 2.38730 -3.75446
C 1.19075 2.44065 -4.02673
C 1.82167 1.08015 -4.30560
C 1.89228 3.24585 -2.93409
C -3.46722 1.05394 -1.99267
C -4.26138 0.07132 -2.85299
C -4.39546 2.03300 -1.26407
H 1.69064 -4.05534 2.41077
H 1.00542 -4.09694 0.78134
H 0.58810 -5.35422 1.94915
H -0.26932 -2.42523 2.04571
H -0.58355 -4.56766 4.19368
H -1.41657 -3.00608 4.18132
H 0.34233 -3.07881 4.31228
H -1.53230 -5.72626 2.82358
H -3.50380 -6.80129 1.82911
H -4.88960 -5.50575 0.26898
H -5.63152 -3.73384 -0.29294
H -3.84637 -2.89886 -2.60374
H -5.60347 -2.99740 -2.57277
H -4.62228 -4.44245 -2.31841
H -4.15018 -1.09690 -0.15521
H -5.28484 -1.79952 0.97740
H -5.85392 -1.29977 -0.61610
H -2.51372 -2.03325 -1.79041
H -0.84205 -1.00741 -2.89197
H -4.15933 2.69145 -3.80572
H -2.82310 4.06973 -5.35337
H -0.38006 3.84717 -5.30134
H 1.30540 3.00850 -4.94983
H 2.84733 1.21565 -4.65688
H 1.25431 0.56038 -5.08149
H 1.84828 0.45742 -3.42849
H 2.97620 3.24030 -3.06474
H 1.65701 2.80100 -1.98175
H 1.53435 4.27887 -2.94156
H -2.92977 0.51585 -1.22143
H -4.84249 0.60484 -3.60788
H -4.94927 -0.50422 -2.24419
H -3.59426 -0.61346 -3.38246
H -5.08838 2.52218 -1.95001
H -3.81397 2.80130 -0.75146
H -4.98438 1.50361 -0.51633
O 1.62959 -0.54386 -1.66272
O 0.49038 -1.26597 -1.25911
S -1.46841 1.01258 0.76847
C -1.66844 0.67805 2.39467
N -1.91695 0.45612 3.50331
Se 3.22796 1.27471 -0.69058
C 4.03672 2.90593 -0.01111
C 5.20764 3.27733 -0.65896
C 5.86790 4.43241 -0.27723
C 5.35984 5.22438 0.74503
C 4.19905 4.84179 1.39915
C 3.53943 3.67679 1.02993
H 5.58603 2.64866 -1.45757
H 6.78017 4.71867 -0.78393
H 5.87361 6.13000 1.04034
H 3.80094 5.44543 2.20505
H 2.66791 3.36670 1.58236
```

As for the LUMO energy: -2.0 eV. As for the HOMO energy: -8.530 eV. For the energy relative to the best compared isomer or geometry (same formula, charge and spin), the calculation gives 465.6 kJ/mol. Its maximum force is 5.81 eV/Å.

Below is a cluster of 6 separate species, C37H48B2F40N2O16P2S in total at a distorted geometry, with properties calculated with ωB97M-V with the def2-TZVPD basis set.

Structure (XYZ):
```
148
Properties=species:S:1:pos:R:3
C 3.27920 -2.23998 3.98126
C 2.99188 -3.13910 2.77740
C 3.13478 -2.43463 1.40199
N 3.22788 -0.96215 1.48796
C 1.99888 -0.29372 1.13107
O 0.99962 -1.01398 1.74102
C 1.98809 1.18928 1.71242
P 0.51319 1.58608 2.80386
P -1.38699 1.22048 1.84758
O -1.41925 0.39688 0.66993
O -1.99445 2.64225 1.44775
O -2.40874 0.65474 2.97902
C 2.30056 2.29329 0.67066
C 3.74351 2.26928 0.10369
C 4.80010 1.57972 0.92060
O 5.69361 1.02380 0.46573
C 2.08922 3.68521 1.30944
B 2.99476 3.92749 2.59080
O 4.28675 4.38304 2.36592
O 2.56456 3.69203 3.84407
C 1.33202 2.12064 -0.51724
B 1.27571 3.37839 -1.53935
O 2.36999 4.07817 -1.86274
N 0.01709 3.76926 -2.18286
C -0.62348 2.62321 -2.84743
C -0.94651 4.30395 -1.20029
O 1.62843 0.99459 -1.37545
S 1.75556 -0.44008 -0.69644
O 2.86038 -1.07027 -1.30378
O 0.60144 -1.20209 -0.90682
H 4.08146 -1.55315 3.77637
H 3.58944 -2.88091 4.79403
H 2.36371 -1.75594 4.30639
H 2.01399 -3.59953 2.81676
H 3.69219 -3.96173 2.79000
H 4.08897 -2.76325 1.01413
H 2.40579 -2.79291 0.69229
H 3.95455 -0.71641 0.82830
H 1.23884 -1.11968 2.66528
H 2.78354 1.12700 2.44949
H 0.61443 0.60863 3.82126
H -2.22913 3.12685 2.24702
H -1.86168 0.17455 3.61213
H 4.07159 3.29388 0.00252
H 3.82075 1.87355 -0.89813
H 4.71447 1.65236 2.02457
H 1.04148 3.89318 1.50009
H 2.43197 4.46539 0.63802
H 4.93187 3.80938 2.78898
H 3.27841 3.87564 4.45967
H 0.30543 2.01240 -0.15895
H 2.06588 4.93081 -2.17181
H -0.05661 2.24138 -3.68381
H -1.57079 2.97206 -3.24444
H -0.86921 1.83253 -2.13650
H -1.71872 3.57523 -0.98778
H -1.46688 5.13290 -1.67447
H -0.48623 4.62036 -0.27247
C -1.15897 7.62043 -5.07461
C -0.53982 6.74202 -3.97400
C 0.56706 7.38634 -3.14115
F 1.62838 7.72925 -3.89340
F 0.99899 6.49008 -2.21223
F -0.11079 5.58535 -4.51323
F -1.54672 6.42175 -3.10937
O -0.66817 7.43019 -6.38787
C 0.46902 8.10157 -6.77382
C 1.60915 7.13815 -7.09867
F 1.91404 6.38153 -6.02593
F 2.71380 7.84139 -7.43567
F 0.82735 9.01300 -5.84905
F 0.15920 8.78287 -7.89520
H -2.20380 7.32287 -5.13422
H -1.17553 8.67421 -4.79756
H 0.20233 8.27070 -2.61287
H 1.33437 6.48215 -7.92696
C -4.17044 -1.82806 -0.42346
C -4.99992 -0.55009 -0.22659
C -5.21252 -0.10217 1.21709
F -5.89213 -1.01912 1.94453
F -5.95050 1.03948 1.24589
F -6.18939 -0.67988 -0.86218
F -4.33152 0.45034 -0.85788
O -4.89733 -3.03408 -0.62175
C -5.33441 -3.72693 0.47467
C -6.85846 -3.79896 0.53471
F -7.39348 -2.56564 0.58798
F -7.23817 -4.46318 1.65348
F -4.80635 -3.21836 1.60269
F -4.85365 -4.98918 0.35412
H -3.62714 -1.68698 -1.35502
H -3.40236 -1.93823 0.33995
H -4.26046 0.10063 1.70641
H -7.25377 -4.31762 -0.34115
C -4.44807 -8.49530 0.84960
C -3.30304 -8.99532 1.74589
C -2.07875 -9.55054 1.02296
F -2.38647 -10.63386 0.27551
F -1.15087 -9.94669 1.93462
F -3.78542 -9.89653 2.63002
F -2.88300 -7.92466 2.47626
O -5.53116 -9.38707 0.63839
C -5.43328 -10.32475 -0.36067
C -5.45647 -11.74759 0.19544
F -4.43528 -11.94501 1.05022
F -5.32256 -12.63339 -0.81914
F -4.34977 -10.10048 -1.12919
F -6.51427 -10.16550 -1.15413
H -4.89525 -7.65669 1.37973
H -4.08112 -8.07574 -0.08635
H -1.62890 -8.79051 0.38090
H -6.39567 -11.94004 0.71790
C 1.07453 -9.42610 -2.96402
C 1.39129 -9.38466 -4.46743
C 2.01421 -8.09085 -4.99053
F 1.18937 -7.03924 -4.80826
F 2.23922 -8.20761 -6.32154
F 0.27883 -9.69042 -5.16679
F 2.28832 -10.38174 -4.70603
O -0.26484 -9.14942 -2.59231
C -0.64868 -7.84214 -2.43628
C -1.72535 -7.43863 -3.44204
F -1.27655 -7.58981 -4.70110
F -2.04203 -6.13658 -3.26657
F 0.41576 -7.02709 -2.47559
F -1.17352 -7.73952 -1.18426
H 1.22860 -10.45860 -2.65710
H 1.78547 -8.84343 -2.37963
H 2.96987 -7.88996 -4.49743
H -2.62294 -8.04812 -3.31029
C 3.20440 9.98792 4.04854
C 2.04874 9.65751 5.00702
C 2.39277 9.62294 6.49566
F 3.31260 8.67379 6.76781
F 1.27842 9.32597 7.20690
F 1.47175 8.49701 4.62787
F 1.11094 10.63125 4.84033
O 3.84210 8.88937 3.42310
C 4.85159 8.24020 4.09532
C 4.48066 6.79146 4.39664
F 3.36454 6.72203 5.15718
F 5.47450 6.18493 5.09382
F 5.20062 8.91496 5.20757
F 5.92716 8.24020 3.28309
H 2.75590 10.54021 3.22517
H 3.92394 10.67273 4.49563
H 2.76608 10.59426 6.83273
H 4.30591 6.23065 3.47844
```

As for the LUMO energy: -0.2 eV. As for the HOMO energy: -8.641 eV. Its maximum force is 5.69 eV/Å.